ORCA calculation (wB97M-V/def2-TZVPD) on a cluster of 2 separate species, C37H45N6O3 in total in a non-equilibrium geometry.

Geometry (Å):
1 C 2.770 -2.393 1.054
2 N 2.021 -1.998 2.223
3 C 2.669 -1.631 3.381
4 O 3.863 -1.802 3.607
5 C 1.658 -0.942 4.278
6 C 2.098 0.450 4.718
7 C 2.281 1.361 3.525
8 C 3.383 1.171 2.689
9 C 3.443 1.805 1.453
10 C 2.411 2.663 1.062
11 C 1.411 2.995 1.974
12 C 1.364 2.373 3.217
13 N 0.471 -0.905 3.434
14 C -0.498 0.019 3.571
15 C -1.518 0.166 2.631
16 C -2.694 0.858 2.886
17 C -3.996 0.391 2.459
18 C -5.015 0.241 3.433
19 C -6.209 -0.385 3.100
20 C -6.485 -0.710 1.763
21 C -5.527 -0.477 0.774
22 C -4.258 -0.035 1.135
23 C 0.583 -1.805 2.271
24 C -0.206 -3.161 2.393
25 C 0.422 -4.025 3.486
26 C -0.146 -3.873 1.050
27 C -1.667 -2.907 2.719
28 H 3.583 -1.670 0.873
29 H 3.212 -3.393 1.187
30 H 2.112 -2.411 0.179
31 H 1.462 -1.608 5.137
32 H 1.369 0.853 5.426
33 H 3.046 0.314 5.253
34 H 4.171 0.483 3.005
35 H 4.288 1.603 0.795
36 H 2.401 3.090 0.060
37 H 0.655 3.738 1.722
38 H 0.577 2.638 3.929
39 H -0.468 0.660 4.463
40 H -1.385 -0.261 1.631
41 H -2.645 1.712 3.574
42 H -4.794 0.560 4.455
43 H -6.930 -0.607 3.885
44 H -7.455 -1.117 1.489
45 H -5.755 -0.662 -0.275
46 H -3.450 -0.005 0.403
47 H 0.261 -1.296 1.347
48 H 0.302 -3.576 4.477
49 H -0.086 -4.998 3.499
50 H 1.488 -4.203 3.304
51 H -0.595 -3.257 0.260
52 H 0.873 -4.135 0.750
53 H -0.725 -4.805 1.115
54 H -2.145 -2.320 1.928
55 H -2.196 -3.868 2.797
56 H -1.785 -2.380 3.669
57 C -0.906 7.583 0.456
58 C -1.130 6.106 0.595
59 O -0.926 5.469 1.631
60 N -1.608 5.507 -0.579
61 C -1.366 6.178 -1.849
62 C -2.041 5.446 -2.990
63 N -1.676 4.048 -2.987
64 C -2.097 3.305 -4.153
65 C -1.479 1.919 -4.175
66 N -1.591 1.232 -2.890
67 C -1.832 -0.153 -2.858
68 C -1.479 -0.860 -4.141
69 O -2.311 -0.724 -1.877
70 C -1.580 1.992 -1.716
71 C -1.532 1.423 -0.432
72 N -1.939 2.102 0.642
73 C -2.151 3.416 0.583
74 C -1.833 4.127 -0.581
75 C -1.664 3.399 -1.778
76 H -0.007 7.773 -0.148
77 H -1.772 8.076 -0.005
78 H -0.752 7.996 1.452
79 H -1.779 7.189 -1.791
80 H -0.280 6.264 -2.042
81 H -3.138 5.566 -2.912
82 H -1.703 5.874 -3.942
83 H -3.201 3.228 -4.187
84 H -1.764 3.863 -5.039
85 H -2.004 1.333 -4.933
86 H -0.419 1.991 -4.471
87 H -0.486 -0.551 -4.495
88 H -1.478 -1.933 -3.943
89 H -2.224 -0.659 -4.926
90 H -1.214 0.394 -0.302
91 H -2.542 3.901 1.473

HOMO-LUMO gap, eV: 6.5
F_max, eV/A: 1.9
Total charge: +1

Here is what Mulliken gives for the atomic charges, in e: number 1, C, carries -1.22; number 2, N, carries 0.98; number 3, C, carries -0.30; number 4, O, carries -0.68; number 5, C, carries 0.55; number 6, C, carries -1.72; number 7, C, carries -0.08; number 8, C, carries -0.30; number 9, C, carries -0.72; number 10, C, carries -0.49; number 11, C, carries -0.13; number 12, C, carries -0.27; number 13, N, carries 0.92; number 14, C, carries -0.78; number 15, C, carries 1.23; number 16, C, carries -0.92; number 17, C, carries 0.50; number 18, C, carries -0.61; number 19, C, carries -0.69; number 20, C, carries -0.38; number 21, C, carries -0.96; number 22, C, carries 0.29; number 23, C, carries -1.69; number 24, C, carries 2.33; number 25, C, carries -1.79; number 26, C, carries -1.67; number 27, C, carries -1.87; number 28, H, carries 0.28; number 29, H, carries 0.32; number 30, H, carries 0.45; number 31, H, carries 0.37; number 32, H, carries 0.53; number 33, H, carries 0.59; number 34, H, carries 0.48; number 35, H, carries 0.46; number 36, H, carries 0.46; number 37, H, carries 0.47; number 38, H, carries 0.46; number 39, H, carries 0.66; number 40, H, carries -0.37; number 41, H, carries 0.66; number 42, H, carries 0.41; number 43, H, carries 0.40; number 44, H, carries 0.40; number 45, H, carries 0.44; number 46, H, carries 0.35; number 47, H, carries 0.35; number 48, H, carries 0.30; number 49, H, carries 0.47; number 50, H, carries 0.31; number 51, H, carries 0.33; number 52, H, carries 0.36; number 53, H, carries 0.43; number 54, H, carries 0.30; number 55, H, carries 0.57; number 56, H, carries 0.35; number 57, C, carries -1.41; number 58, C, carries 0.74; number 59, O, carries -0.61; number 60, N, carries 0.18; number 61, C, carries -0.69; number 62, C, carries -0.98; number 63, N, carries -0.08; number 64, C, carries -0.80; number 65, C, carries -0.73; number 66, N, carries 0.14; number 67, C, carries 0.86; number 68, C, carries -1.60; number 69, O, carries -0.56; number 70, C, carries 0.07; number 71, C, carries -0.64; number 72, N, carries 0.54; number 73, C, carries -1.49; number 74, C, carries 0.11; number 75, C, carries 0.64; number 76, H, carries 0.32; number 77, H, carries 0.38; number 78, H, carries 0.39; number 79, H, carries 0.44; number 80, H, carries 0.37; number 81, H, carries 0.34; number 82, H, carries 0.43; number 83, H, carries 0.32; number 84, H, carries 0.39; number 85, H, carries 0.43; number 86, H, carries 0.26; number 87, H, carries 0.38; number 88, H, carries 0.40; number 89, H, carries 0.37; number 90, H, carries 0.46; number 91, H, carries 0.51

---

ORCA calculation (wB97M-V/def2-TZVPD) on a cluster of 9 separate species, C33H79N9O7 in total in a non-equilibrium geometry.

Geometry (Å):
1 C 1.560 2.648 4.844
2 C 1.478 2.140 3.404
3 N 2.791 2.059 2.772
4 C 3.701 1.233 3.573
5 C 3.210 -0.198 3.806
6 C 3.387 3.378 2.484
7 C 2.533 4.307 1.721
8 H 2.122 3.575 4.956
9 H 2.076 1.979 5.534
10 H 0.589 2.796 5.314
11 H 0.962 1.188 3.529
12 H 0.834 2.765 2.785
13 H 4.665 1.096 3.085
14 H 3.958 1.758 4.493
15 H 2.301 -0.103 4.400
16 H 3.019 -0.663 2.839
17 H 4.010 -0.700 4.350
18 H 4.294 3.282 1.887
19 H 3.743 3.796 3.426
20 H 2.138 3.856 0.810
21 H 3.060 5.216 1.431
22 H 1.713 4.655 2.349
23 C -1.780 -0.565 -5.255
24 C -1.936 0.271 -3.990
25 N -1.580 1.683 -4.214
26 C -2.495 2.401 -5.118
27 C -3.988 2.302 -4.750
28 C -1.388 2.314 -2.885
29 C -0.768 3.730 -2.995
30 H -2.082 -1.539 -4.869
31 H -0.740 -0.625 -5.574
32 H -2.394 -0.215 -6.084
33 H -2.950 0.283 -3.592
34 H -1.284 -0.170 -3.236
35 H -2.086 3.407 -5.213
36 H -2.453 1.966 -6.116
37 H -4.553 3.088 -5.251
38 H -4.328 1.314 -5.062
39 H -4.050 2.476 -3.676
40 H -0.807 1.713 -2.186
41 H -2.294 2.417 -2.287
42 H -0.488 4.089 -2.005
43 H -1.420 4.406 -3.548
44 H 0.154 3.713 -3.578
45 C 1.683 -5.603 -2.496
46 C 1.658 -4.138 -2.019
47 O 2.536 -3.876 -1.246
48 N 0.807 -3.241 -2.503
49 C -0.422 -3.552 -3.321
50 H 1.956 -6.191 -1.620
51 H 2.428 -5.621 -3.291
52 H 0.738 -6.066 -2.781
53 H 0.951 -2.290 -2.194
54 H -1.093 -4.268 -2.847
55 H -0.080 -3.979 -4.264
56 H -0.966 -2.623 -3.493
57 C 8.763 -0.417 -3.288
58 C 7.837 -1.580 -3.128
59 O 8.216 -2.701 -3.474
60 N 6.579 -1.350 -2.696
61 C 5.602 -2.415 -2.543
62 H 8.129 0.454 -3.455
63 H 9.464 -0.561 -4.111
64 H 9.390 -0.309 -2.403
65 H 6.580 -0.626 -1.992
66 H 5.076 -2.583 -3.482
67 H 4.938 -2.187 -1.709
68 H 6.157 -3.334 -2.351
69 C -4.017 4.464 -0.498
70 C -3.733 3.261 0.373
71 O -2.772 2.542 0.131
72 N -4.590 2.841 1.348
73 C -5.875 3.483 1.648
74 H -4.957 4.967 -0.271
75 H -3.985 4.156 -1.543
76 H -3.213 5.194 -0.400
77 H -4.319 2.012 1.857
78 H -6.467 2.792 2.248
79 H -6.473 3.640 0.751
80 H -5.769 4.460 2.121
81 C 3.471 0.505 -0.731
82 C 1.956 0.363 -0.723
83 O 1.342 -0.277 -1.553
84 N 1.356 0.922 0.332
85 C -0.110 1.081 0.490
86 H 3.836 0.970 0.184
87 H 3.859 1.069 -1.580
88 H 3.825 -0.512 -0.899
89 H 1.982 1.235 1.060
90 H -0.389 2.135 0.496
91 H -0.408 0.565 1.403
92 H -0.670 0.602 -0.313
93 C -3.225 -1.304 -0.564
94 C -3.098 -2.834 -0.710
95 O -3.304 -3.325 -1.839
96 N -2.748 -3.521 0.388
97 C -2.572 -4.946 0.329
98 H -2.965 -1.001 0.450
99 H -4.256 -1.021 -0.773
100 H -2.569 -0.708 -1.199
101 H -2.455 -3.084 1.251
102 H -1.646 -5.215 -0.178
103 H -3.460 -5.316 -0.183
104 H -2.386 -5.395 1.305
105 C -2.107 0.863 3.630
106 C -3.537 0.410 3.398
107 O -4.399 1.225 3.636
108 N -3.775 -0.880 3.165
109 C -5.094 -1.427 2.986
110 H -1.369 0.066 3.531
111 H -1.967 1.463 4.528
112 H -1.951 1.564 2.810
113 H -2.948 -1.455 3.100
114 H -5.074 -2.489 2.742
115 H -5.459 -0.931 2.087
116 H -5.767 -1.165 3.802
117 C -0.183 -2.692 5.218
118 C -0.283 -2.635 3.703
119 O -1.342 -2.813 3.101
120 N 0.893 -2.440 3.046
121 C 1.051 -2.535 1.602
122 H -1.114 -2.418 5.715
123 H 0.659 -2.081 5.543
124 H 0.098 -3.717 5.459
125 H 1.712 -2.549 3.626
126 H 0.158 -2.392 0.994
127 H 1.501 -3.511 1.423
128 H 1.737 -1.726 1.350

HOMO-LUMO gap, eV: 8.0
F_max, eV/A: 3.0
SMILES: CCN(CC)CC.CCN(CC)CC.CNC(C)=O.CNC(C)=O.CNC(C)=O.CNC(C)=O.CNC(C)=O.CNC(C)=O.CNC(C)=O

Mulliken atomic charge list, values in e, 99 entries: number 1, C, carries -1.64; number 2, C, carries -0.02; number 3, N, carries 0.66; number 4, C, carries -1.05; number 5, C, carries -0.51; number 6, C, carries -0.61; number 7, C, carries -1.25; number 8, H, carries 0.31; number 9, H, carries 0.31; number 10, H, carries 0.45; number 11, H, carries -0.33; number 12, H, carries 0.58; number 13, H, carries 0.49; number 14, H, carries 0.47; number 15, H, carries 0.07; number 16, H, carries -0.03; number 17, H, carries 0.43; number 18, H, carries 0.42; number 19, H, carries 0.52; number 20, H, carries 0.21; number 21, H, carries 0.44; number 22, H, carries 0.26; number 23, C, carries -1.55; number 24, C, carries 0.42; number 25, N, carries 0.09; number 26, C, carries -0.65; number 27, C, carries -0.90; number 28, C, carries 0.95; number 29, C, carries -1.70; number 30, H, carries 0.41; number 31, H, carries 0.24; number 32, H, carries 0.45; number 33, H, carries 0.30; number 34, H, carries -0.27; number 35, H, carries 0.49; number 36, H, carries 0.36; number 37, H, carries 0.39; number 38, H, carries 0.29; number 39, H, carries 0.11; number 40, H, carries -0.71; number 41, H, carries 0.04; number 42, H, carries 0.35; number 43, H, carries 0.39; number 44, H, carries 0.42; number 45, C, carries -1.26; number 46, C, carries 0.56; number 47, O, carries -0.58; number 48, N, carries 0.41; number 49, C, carries -0.34; number 50, H, carries 0.34; number 51, H, carries 0.27; number 52, H, carries 0.42; number 53, H, carries 0.10; number 54, H, carries 0.33; number 55, H, carries 0.46; number 56, H, carries -0.53; number 57, C, carries -1.06; number 58, C, carries 0.67; number 59, O, carries -0.64; number 60, N, carries -0.11; number 61, C, carries -0.90; number 62, H, carries 0.32; number 63, H, carries 0.32; number 64, H, carries 0.25; number 65, H, carries 0.24; number 66, H, carries 0.23; number 67, H, carries 0.28; number 68, H, carries 0.35; number 69, C, carries -0.88; number 70, C, carries 0.55; number 71, O, carries -0.34; number 72, N, carries 0.08; number 73, C, carries -1.22; number 74, H, carries 0.44; number 75, H, carries 0.09; number 76, H, carries 0.28; number 77, H, carries 0.04; number 78, H, carries 0.30; number 79, H, carries 0.41; number 80, H, carries 0.33; number 81, C, carries -0.63; number 82, C, carries 0.58; number 83, O, carries -0.68; number 84, N, carries 1.00; number 85, C, carries 0.22; number 86, H, carries 0.12; number 87, H, carries 0.42; number 88, H, carries -0.25; number 89, H, carries -0.47; number 90, H, carries 0.37; number 91, H, carries -0.08; number 92, H, carries -0.72; number 93, C, carries 0.79; number 94, C, carries 0.55; number 95, O, carries -0.72; number 96, N, carries 0.24; number 97, C, carries -0.99; number 98, H, carries -0.57; number 99, H, carries 0.43